Entry 1:
The following is a DFT calculation (ωB97M-V/def2-TZVPD) of a molecular structure, C41H26CdF4N6O9S3.

Each line ends with the Mulliken charge.
Cartesian coordinates (Å):
Cd (0.8065, -0.5203, -0.3497)  3.44
O (2.9655, -1.5146, -0.6139)  -0.94
C (2.9794, -2.7406, -0.9305)  0.30
C (3.8704, -3.2187, -1.9434)  -0.64
C (3.9711, -4.5417, -2.2732)  -0.67
C (3.1923, -5.5054, -1.6249)  -0.64
C (2.3158, -5.0976, -0.6467)  -0.69
C (2.1808, -3.7530, -0.2768)  1.26
C (1.2496, -3.4079, 0.7405)  -0.59
N (0.9739, -2.1969, 1.0970)  0.30
N (0.1807, -2.0353, 2.1806)  -0.99
C (-0.0151, -0.7625, 2.4996)  -0.20
O (0.4517, 0.2456, 1.9175)  -0.57
C (-0.8720, -0.5720, 3.7071)  0.65
C (-0.8578, 0.6625, 4.3508)  -0.40
C (-1.6523, 0.8842, 5.4591)  -0.61
C (-2.4836, -0.1210, 5.9272)  -0.36
C (-2.5122, -1.3493, 5.2859)  -0.76
C (-1.7086, -1.5784, 4.1850)  -0.21
H (4.4710, -2.4783, -2.4562)  0.31
H (4.6579, -4.8523, -3.0523)  0.38
H (3.2636, -6.5478, -1.9121)  0.34
H (1.7033, -5.8369, -0.1423)  0.29
H (0.7600, -4.2353, 1.2759)  0.22
H (-0.2164, 1.4342, 3.9491)  0.46
H (-1.6339, 1.8422, 5.9631)  0.39
H (-3.1192, 0.0568, 6.7849)  0.36
H (-3.1745, -2.1241, 5.6521)  0.38
H (-1.7234, -2.5260, 3.6695)  0.44
S (-0.8895, 6.6663, -1.4540)  -0.26
C (0.5731, 7.5544, -1.6543)  -0.43
C (1.6685, 6.7629, -1.5140)  -0.62
C (1.3424, 5.4199, -1.2409)  0.14
C (-0.0056, 5.1850, -1.1684)  0.41
C (-0.7066, 3.9611, -0.8763)  0.97
C (-0.0117, 2.7304, -0.8063)  -0.46
N (-0.5582, 1.5937, -0.4889)  0.80
C (-1.8702, 1.5531, -0.2171)  -0.77
C (-2.6768, 2.7213, -0.2897)  0.97
C (-4.0698, 2.6526, -0.0026)  -1.09
C (-4.6457, 1.4825, 0.3477)  -1.03
C (-3.8712, 0.2910, 0.4407)  0.57
C (-4.4442, -0.9281, 0.7965)  -0.94
C (-3.6606, -2.0692, 0.8611)  1.12
C (-2.2791, -1.9198, 0.5830)  -1.17
N (-1.7260, -0.7868, 0.2615)  1.46
C (-2.4786, 0.3174, 0.1664)  -1.33
C (-4.2313, -3.3417, 1.2125)  0.28
C (-3.6402, -4.5739, 1.3034)  -0.52
C (-4.5238, -5.5970, 1.6976)  -0.66
C (-5.7928, -5.1535, 1.9021)  -0.35
S (-5.9306, -3.4611, 1.6156)  -0.25
C (-2.0666, 3.9317, -0.6211)  -1.23
H (0.5134, 8.6065, -1.8566)  0.43
H (2.6798, 7.1238, -1.5833)  0.41
H (2.0824, 4.6566, -1.0822)  0.09
H (1.0484, 2.7101, -0.9951)  -0.20
H (-4.6474, 3.5651, -0.0801)  0.41
H (-5.7042, 1.4228, 0.5649)  0.42
H (-5.5047, -0.9756, 1.0152)  0.39
H (-1.6186, -2.7711, 0.6426)  0.09
H (-2.6041, -4.7402, 1.0759)  0.55
H (-4.2272, -6.6232, 1.8309)  0.38
H (-6.6616, -5.7056, 2.2036)  0.43
H (-2.6548, 4.8416, -0.6554)  0.40
F (4.8743, 3.5898, 1.3740)  -0.38
C (4.8002, 3.5091, 0.0191)  0.36
C (4.6106, 2.2956, -0.5710)  -0.15
N (4.6108, 2.1701, -1.9296)  0.18
C (4.0117, 0.9709, -2.4568)  -1.49
C (2.5580, 0.8703, -1.8377)  1.48
O (1.6560, 0.4063, -2.5251)  -0.73
O (2.4791, 1.3474, -0.6879)  -1.01
C (4.8335, 3.2483, -2.7570)  0.56
O (4.9043, 3.1712, -3.9673)  -0.70
N (5.0293, 4.4480, -2.1067)  -0.03
C (4.9889, 4.7168, -0.7320)  0.13
O (5.1538, 5.8581, -0.3342)  -0.71
H (4.5340, 1.3925, 0.0130)  0.57
H (4.5525, 0.0875, -2.1154)  0.21
H (3.9720, 1.0059, -3.5420)  0.37
H (5.2128, 5.2452, -2.7064)  0.24
F (-1.0752, -4.0588, -3.6850)  -0.27
C (-1.6456, -3.0528, -2.9968)  0.47
F (-1.9378, -3.5633, -1.7844)  -0.18
F (-2.8421, -2.8313, -3.5878)  -0.29
S (-0.4852, -1.5211, -2.8792)  0.78
O (0.4231, -2.0751, -1.9039)  -0.74
O (-0.0484, -1.4332, -4.2410)  -0.65
O (-1.4010, -0.5100, -2.4168)  -0.67

## Properties
* charge: -2
* spin multiplicity: 1
* orbital gap: 5.10 eV

=====

Entry 2:
The following is a DFT calculation (ωB97M-V/def2-TZVPD) of 2 unconnected molecules or ions with the total composition C4H8S2.

Each line ends with the Mulliken charge.
Cartesian coordinates (Å):
C (-0.7086, -0.8464, -1.1409)  -0.53
C (-1.4414, -0.7356, 0.1830)  -0.50
C (-0.1332, -0.1097, -0.0004)  0.25
C (1.1265, -0.1332, 0.8088)  -0.59
S (-0.5258, 2.3039, -0.4647)  -0.29
S (2.5964, -0.3068, -0.2572)  -0.21
H (-0.2943, -1.8124, -1.2617)  0.26
H (-1.0855, -0.2337, -1.9196)  0.26
H (-2.3138, 0.0419, 0.1105)  0.18
H (-1.7000, -1.4366, 1.0102)  0.29
H (1.1669, -0.9972, 1.4478)  0.36
H (1.3988, 0.8276, 1.3223)  0.26
H (-0.6606, 2.5929, 0.9717)  0.13
H (2.5747, 0.8453, -0.8098)  0.12

## Properties
* charge: 0
* spin multiplicity: 1
* orbital gap: 8.41 eV

=====

Entry 3:
The following is a DFT calculation (ωB97M-V/def2-TZVPD) of a gas-phase ion, C5H11N2Si (charge +1).

Each line ends with the Mulliken charge.
Cartesian coordinates (Å):
C (1.6956, 1.3086, -0.3072)  -0.48
C (1.9606, 0.0598, -0.5534)  -0.27
C (0.4114, 1.4006, 0.2403)  -0.59
C (-0.2223, 0.0532, 0.1715)  0.65
C (-0.9399, -0.3402, 1.4243)  -1.74
N (1.0243, -2.0460, -0.0660)  -0.97
N (0.9066, -0.7618, -0.1337)  0.76
Si (-1.6374, -0.3696, -1.2877)  0.44
H (2.4365, 2.1190, -0.2950)  0.42
H (2.8213, -0.2732, -1.0627)  0.52
H (0.3989, 1.8578, 1.2088)  0.41
H (-0.3017, 1.9707, -0.3348)  0.42
H (-1.1975, 0.6716, 1.8788)  0.37
H (-0.2107, -0.8805, 2.0500)  0.43
H (-1.8079, -0.9224, 1.4407)  0.50
H (0.1822, -2.4935, 0.3970)  0.30
H (-1.3444, -1.7088, -1.7166)  -0.04
H (-1.2530, 0.4374, -2.3418)  -0.08
H (-2.9226, -0.0827, -0.7124)  -0.03

## Properties
* charge: +1
* spin multiplicity: 3
* orbital gap (alpha / beta): 9.07 / 6.47 eV
* ⟨S²⟩: 2.01

=====

Entry 4:
The following is a DFT calculation (ωB97M-V/def2-TZVPD) of a molecular structure, C25H37N5P2Zr.

Each line ends with the Mulliken charge.
Cartesian coordinates (Å):
C (2.0934, -4.2705, 1.6012)  -0.75
C (2.0291, -2.8990, 1.3261)  -0.19
C (1.9582, -2.4677, -0.0315)  -0.02
C (1.7968, -3.4049, -1.0644)  1.25
C (1.9183, -4.7662, -0.7535)  -1.05
C (2.0471, -5.2044, 0.5632)  -0.71
C (1.3992, -2.8840, -2.4317)  -1.35
C (2.2536, -1.6488, -2.6726)  1.31
C (2.4758, -0.7714, -1.5977)  0.17
C (3.1345, 0.4811, -1.7914)  -0.31
C (3.5896, 0.8155, -3.0742)  -0.77
C (3.4029, -0.0629, -4.1470)  -0.79
C (2.7823, -1.2968, -3.9249)  -1.09
H (2.1471, -4.5980, 2.6429)  0.46
H (1.8675, -5.4911, -1.5632)  0.45
H (2.1128, -6.2662, 0.8056)  0.43
H (1.4966, -3.6244, -3.2455)  0.53
H (4.0682, 1.7874, -3.2313)  0.44
H (3.7592, 0.2277, -5.1409)  0.42
H (2.6383, -1.9838, -4.7575)  0.44
N (1.7421, -1.0928, -0.4017)  0.65
Zr (0.1215, 0.0070, 0.3228)  -0.40
C (1.7787, -1.8675, 2.4249)  -0.86
H (2.4417, -0.9920, 2.3170)  0.29
H (1.8945, -2.3056, 3.4244)  0.65
C (3.1636, 1.4934, -0.6430)  -0.56
H (3.6060, 1.0497, 0.2631)  0.44
H (3.6927, 2.4119, -0.9225)  0.59
P (0.0083, -1.3443, 2.3706)  1.10
P (1.4893, 2.0683, -0.2401)  0.99
C (1.0661, 3.0928, -1.6527)  -1.42
H (0.0516, 3.4994, -1.5561)  0.42
H (1.8012, 3.9037, -1.6481)  0.49
H (1.1333, 2.5318, -2.5931)  0.36
C (1.6466, 3.1365, 1.1775)  -1.22
H (2.3215, 3.9292, 0.8455)  0.48
H (0.6614, 3.5347, 1.4507)  0.27
H (2.0700, 2.5691, 2.0154)  0.42
C (-0.8373, -2.7244, 3.0764)  -1.32
H (-0.4670, -2.8648, 4.0957)  0.46
H (-1.9108, -2.5080, 3.0882)  0.42
H (-0.6667, -3.6316, 2.4880)  0.38
C (-0.2082, 0.0451, 3.4841)  -1.48
H (-1.2455, 0.3981, 3.4464)  0.38
H (0.0063, -0.3453, 4.4833)  0.53
H (0.4725, 0.8758, 3.2559)  0.49
H (0.3404, -2.7369, -2.5616)  0.39
H (-0.8909, -1.4734, 0.7509)  0.19
C (-3.1215, 0.2351, 0.8376)  -0.80
N (-2.0647, 0.9231, -0.0014)  0.55
C (-1.8817, 2.3298, 0.5760)  -0.59
N (-3.1288, 3.0897, 0.5668)  0.12
C (-4.1379, 2.3474, 1.3675)  -0.74
N (-4.3933, 0.9815, 0.8410)  0.11
C (-4.8556, 1.1209, -0.5684)  -0.70
N (-3.8705, 1.8285, -1.4332)  0.04
C (-2.5987, 1.0691, -1.4012)  -0.83
C (-3.6393, 3.1634, -0.8319)  -0.74
H (-2.7638, 0.1564, 1.8762)  0.22
H (-3.2925, -0.7571, 0.4049)  0.31
H (-1.1605, 2.8730, -0.0500)  -0.08
H (-1.5303, 2.2379, 1.6178)  0.30
H (-5.0783, 2.9165, 1.3387)  0.37
H (-3.7697, 2.2666, 2.4000)  0.34
H (-5.0261, 0.1161, -0.9779)  0.36
H (-5.7905, 1.6999, -0.5651)  0.36
H (-1.8603, 1.5956, -2.0188)  0.36
H (-2.7838, 0.0638, -1.7979)  0.35
H (-4.5969, 3.7032, -0.8109)  0.36
H (-2.9088, 3.7082, -1.4433)  0.33

## Properties
* charge: +2
* spin multiplicity: 1
* orbital gap: 6.71 eV

=====

These records have max |F| values of 0.07230 0.07980 0.10082 0.04739 hartree/bohr, in the order they appear.
These records have electronic energy values of -118252.8499 -25944.6359 -16208.3419 -53818.4492 eV, in the order they appear.